An isolated molecule of C3H3N3OS in a non-equilibrium geometry, computed with ωB97M-V with the def2-TZVPD basis set.

Last columns: bonded neighbours and bond lengths (Å).
Positions of all 11 atoms, in Å:
1 H 1.740 2.532 0.140  N9 1.023
2 N -0.291 1.272 0.036  C6 1.385, H7 1.025, C8 1.358
3 H -3.155 -0.039 0.081  N4 1.002
4 N -2.535 0.741 -0.021  H3 1.002, C8 1.257
5 C 0.985 -0.729 -0.063  C6 1.552, O10 1.191, S11 1.809
6 C 1.019 0.822 -0.009  N2 1.385, C5 1.552, N9 1.267
7 H -0.494 2.267 0.174  N2 1.025
8 C -1.326 0.400 -0.076  N2 1.358, N4 1.257, S11 1.797
9 N 2.042 1.568 -0.023  H1 1.023, C6 1.267
10 O 1.878 -1.513 0.017  C5 1.191
11 S -0.731 -1.293 0.026  C5 1.809, C8 1.797

frontier orbital gap	9.5	eV
net charge	0
SMILES string	[H]/N=C1/N/C(=N\[H])C(=O)S1